# 1
Molecular formula: C25H26N
Method: DFT, wB97M-V/def2-TZVPD

## Properties
multiplicity	1
lowest unoccupied orbital energy	-5.4	eV
net charge	+1
DFT total energy	-27828.3687	eV
frontier orbital gap	3.73	eV
ΔE to the lowest compared entry with this formula, charge and spin	2.186	eV

Last column: Mulliken charge in e.
Atoms and positions in Å:
C  3.144  -1.810  0.836  -0.916
C  1.670  -1.479  0.562  -0.774
C  1.491  -0.145  -0.112  0.339
C  2.505  0.853  -0.039  0.354
C  2.297  2.112  -0.672  0.671
C  1.100  2.364  -1.285  -1.092
C  0.090  1.380  -1.387  0.489
C  -1.116  1.654  -2.093  -0.977
C  -1.835  0.712  -2.832  1.054
C  -3.066  0.938  -3.522  -1.305
C  -3.353  -0.178  -4.249  -0.254
C  -2.316  -1.125  -4.060  -0.738
C  -1.396  -0.597  -3.208  -0.600
C  0.327  0.130  -0.773  -1.114
C  3.373  3.166  -0.681  -0.949
C  4.765  2.604  -0.356  -0.801
C  4.687  1.670  0.848  -0.665
N  3.650  0.629  0.683  0.000
C  3.851  -0.610  1.462  -0.640
H  3.237  -2.695  1.481  0.387
H  3.642  -2.083  -0.103  0.322
H  1.198  -2.274  -0.033  0.434
H  1.115  -1.456  1.508  0.199
H  0.943  3.320  -1.750  0.508
H  -1.438  2.680  -2.160  0.435
H  -3.650  1.843  -3.488  0.402
H  -4.207  -0.316  -4.890  0.454
H  -2.244  -2.083  -4.550  0.439
H  -0.453  -1.044  -2.939  0.462
H  -0.452  -0.610  -0.790  1.088
H  3.382  3.664  -1.659  0.427
H  3.110  3.945  0.045  0.317
H  5.168  2.066  -1.223  0.308
H  5.480  3.418  -0.170  0.376
H  5.650  1.189  1.038  0.424
H  4.446  2.244  1.747  0.268
H  3.470  -0.433  2.472  0.253
H  4.923  -0.793  1.566  0.422
C  -2.554  -0.921  1.785  0.231
C  -2.387  -2.256  2.105  0.101
C  -3.280  -3.122  2.706  -0.442
C  -4.566  -2.865  3.145  -0.236
C  -5.270  -1.677  3.086  -0.287
C  -4.872  -0.458  2.570  -0.225
C  -3.661  -0.118  1.991  -0.384
H  -1.710  -0.446  1.309  0.170
H  -1.426  -2.682  1.852  0.300
H  -2.929  -4.134  2.849  0.361
H  -5.088  -3.700  3.590  0.343
H  -6.269  -1.709  3.500  0.338
H  -5.606  0.332  2.626  0.351
H  -3.568  0.905  1.659  0.372

=====

# 2
Molecular formula: C5H12NO
Method: DFT, wB97M-V/def2-TZVPD

## Properties
multiplicity	1
lowest unoccupied orbital energy	4.3	eV
net charge	-1
DFT total energy	-8915.5089	eV
frontier orbital gap	6.91	eV
ΔE to the lowest compared entry with this formula, charge and spin	1.555	eV

Last column: Mulliken charge in e.
Atoms and positions in Å:
C  -0.715  0.791  -1.316  -0.026
O  0.371  1.195  -0.636  -0.902
C  -1.522  1.988  -1.724  -1.296
H  -1.373  0.196  -0.718  0.135
H  -0.468  0.198  -2.224  0.220
H  -2.442  1.850  -2.326  0.347
H  -0.843  2.696  -2.216  0.257
H  -1.786  2.466  -0.764  0.271
N  1.132  -0.242  2.649  -0.678
C  0.159  -0.624  1.530  -0.024
C  1.137  -1.859  -0.485  -0.578
C  0.565  -1.866  0.749  -0.376
H  1.113  0.810  2.822  0.226
H  2.078  -0.609  2.477  0.227
H  0.181  0.268  0.857  0.149
H  -0.854  -0.753  1.960  0.163
H  1.540  -2.781  -0.881  0.283
H  1.327  -0.905  -1.007  0.269
H  0.400  -2.819  1.252  0.331

=====

# 3
Molecular formula: C4H12N2
Method: DFT, wB97M-V/def2-TZVPD

## Properties
multiplicity	1
lowest unoccupied orbital energy	0.2	eV
DFT total energy	-7316.3503	eV
frontier orbital gap	8.03	eV
ΔE to the lowest compared entry with this formula, charge and spin	6.678	eV

Last column: Mulliken charge in e.
Atoms and positions in Å:
C  -2.240  0.698  0.613  -1.450
C  -0.984  0.273  -0.121  0.547
C  -1.028  -1.232  -0.699  -1.089
N  0.055  0.431  0.927  -0.519
C  1.309  0.805  0.383  -0.196
N  2.828  -0.280  -0.518  -0.705
H  -3.177  0.544  0.073  0.356
H  -2.107  0.111  1.530  0.388
H  -2.132  1.765  0.834  0.341
H  -0.836  0.892  -1.013  0.366
H  -1.066  -1.441  -1.756  0.306
H  -0.127  -1.652  -0.209  0.304
H  -1.756  -1.812  -0.116  0.323
H  0.920  -0.360  0.485  0.212
H  1.525  1.158  -0.654  0.208
H  2.009  1.176  1.111  0.392
H  3.394  -0.802  -1.187  0.094
H  3.412  -0.273  0.315  0.121

=====

# 4
Molecular formula: CH3ClN2O2
Method: DFT, wB97M-V/def2-TZVPD

## Properties
multiplicity	1
lowest unoccupied orbital energy	-0.1	eV
DFT total energy	-20678.8285	eV
structure (SMILES)	O=C/N=N/O.Cl
frontier orbital gap	9.93	eV
ΔE to the lowest compared entry with this formula, charge and spin	2.136	eV

Last column: Mulliken charge in e.
Atoms and positions in Å:
C  -0.534  -1.342  1.800  0.166
N  0.471  -0.015  -0.037  0.218
N  0.606  -1.075  0.558  -0.305
O  -1.161  -0.738  2.685  -0.405
O  1.294  0.211  -1.020  -0.366
Cl  -1.603  -0.036  -2.299  -0.239
H  -2.178  0.794  -1.627  0.228
H  -0.619  -2.371  1.902  0.341
H  2.174  -0.348  -1.230  0.362

=====

# 5
Molecular formula: C30H44N4P2SiV
Method: DFT, wB97M-V/def2-TZVPD

## Properties
multiplicity	2
lowest unoccupied orbital energy (alpha / beta)	-7.3 / -7.1	eV
net charge	+2
DFT total energy	-89904.7349	eV
frontier orbital gap (alpha / beta)	6.15 / 6.40	eV
ΔE to the lowest compared entry with this formula, charge and spin	1.050	eV

Last column: Löwdin spin population.
Atoms and positions in Å:
V  -0.323  1.590  -0.328  0.976
C  -1.597  1.772  -4.000  0.000
C  -1.723  0.472  -3.761  0.001
C  -0.860  -0.601  -4.325  0.001
C  0.659  -0.342  -4.405  0.003
C  1.251  0.477  -3.290  0.023
C  0.956  1.738  -2.867  -0.008
C  0.686  2.819  -3.865  -0.001
C  -0.556  2.498  -4.775  0.000
C  0.336  1.661  2.968  0.004
H  -2.422  2.424  -3.730  0.000
H  -2.699  0.107  -3.446  0.000
H  -1.203  -0.934  -5.324  0.000
H  -1.027  -1.509  -3.744  0.000
H  1.198  -1.314  -4.483  0.000
H  0.870  0.096  -5.389  0.001
H  2.202  0.096  -2.928  0.000
H  1.226  2.086  -1.837  -0.001
H  1.559  3.040  -4.523  -0.001
H  0.478  3.758  -3.331  0.000
H  -0.975  3.452  -5.152  0.000
H  -0.189  1.979  -5.677  0.000
H  0.330  2.552  3.597  0.000
H  -0.057  2.098  2.004  0.002
H  1.369  1.288  2.833  0.000
P  1.663  -0.311  0.138  -0.005
P  -1.106  -1.364  0.920  0.003
N  3.106  0.648  -0.532  0.002
N  2.711  -1.429  1.040  -0.003
N  -2.041  0.299  0.257  -0.008
N  -2.515  -2.188  1.033  0.001
C  0.967  -1.471  -1.104  0.002
C  -0.408  -2.009  -0.645  0.000
C  3.318  1.990  -0.159  0.004
C  4.416  2.475  -0.838  0.000
C  4.875  1.439  -1.694  0.003
C  4.055  0.341  -1.503  0.000
C  3.651  -1.027  2.017  0.000
C  4.414  -2.127  2.401  0.000
C  3.912  -3.260  1.662  0.000
C  2.918  -2.795  0.819  0.000
C  -2.171  1.543  0.937  -0.002
C  -2.404  2.520  -0.025  -0.003
C  -2.908  1.817  -1.156  -0.001
C  -2.698  0.472  -0.957  -0.002
C  -3.676  -2.135  0.257  0.000
C  -4.691  -2.801  0.900  0.000
C  -4.137  -3.362  2.100  0.000
C  -2.808  -2.964  2.185  0.000
H  1.677  -2.265  -1.398  0.000
H  0.795  -0.915  -2.045  0.001
H  -1.173  -1.840  -1.417  0.000
H  -0.393  -3.090  -0.359  0.000
H  2.664  2.469  0.558  0.001
H  4.841  3.459  -0.689  0.000
H  5.722  1.530  -2.359  0.000
H  4.063  -0.619  -1.986  0.000
H  3.653  0.001  2.382  0.000
H  5.227  -2.137  3.146  0.000
H  4.255  -4.288  1.802  0.000
H  2.307  -3.338  0.110  0.000
H  -1.671  1.707  1.842  0.003
H  -2.607  3.560  0.188  0.000
H  -3.378  2.266  -2.031  0.000
H  -3.009  -0.379  -1.592  0.000
H  -3.712  -1.653  -0.686  0.000
H  -5.730  -2.841  0.605  0.000
H  -4.710  -3.903  2.844  0.000
H  -2.021  -3.200  2.891  0.000
C  -0.547  1.081  5.820  0.000
Si  -0.734  0.510  4.014  0.000
C  -0.143  -1.309  4.035  0.000
C  -2.627  0.294  3.857  0.000
H  0.418  0.765  6.249  0.000
H  -1.345  0.751  6.509  0.000
H  -0.584  2.177  5.888  0.000
H  -0.781  -1.932  4.664  0.000
H  -0.163  -1.736  3.022  0.000
H  0.894  -1.425  4.380  0.000
H  -3.116  0.176  4.840  0.000
H  -3.106  1.134  3.338  0.000
H  -2.901  -0.616  3.301  0.000

=====

# 6
Molecular formula: C5H14NO
Method: DFT, wB97M-V/def2-TZVPD

## Properties
multiplicity	1
lowest unoccupied orbital energy	-3.3	eV
net charge	+1
DFT total energy	-8942.7035	eV
frontier orbital gap	9.73	eV
ΔE to the lowest compared entry with this formula, charge and spin	1.304	eV

Last column: Mulliken charge in e.
Atoms and positions in Å:
C  1.678  1.039  -0.421  -0.589
C  1.785  -0.412  0.122  -0.847
C  0.759  -1.264  -0.551  -0.301
C  -0.425  -1.530  0.004  -0.021
C  -1.623  -1.868  -0.816  -1.113
N  0.534  1.706  0.268  -0.173
H  1.614  0.941  -1.503  0.381
H  2.596  1.540  -0.130  0.360
H  1.699  -0.413  1.207  0.412
H  2.807  -0.664  -0.169  0.343
H  0.912  -1.524  -1.590  0.330
H  -0.553  -1.403  1.070  0.366
H  -1.257  -2.296  -1.760  0.354
H  -2.217  -1.003  -1.081  0.213
H  -2.219  -2.697  -0.429  0.349
H  -0.292  1.101  0.206  0.189
H  0.299  2.654  -0.047  0.364
H  0.788  1.807  1.249  0.376
H  -2.196  1.453  2.279  0.276
H  -2.699  1.514  0.741  0.298
O  -1.989  1.315  1.354  -0.567

=====

Q: Which of these has the highest multiplicity?
A: C30H44N4P2SiV